# 1
# C5H9NO

C5H9NO in the gas phase (ωB97M-V with the def2-TZVPD basis set, OMol25).

Structure (XYZ):
```
16
Properties=species:S:1:pos:R:3:forces:R:3:lowdin_charge:R:1
C -2.549732 -0.151735 -0.559522 0.122 0.157 -0.084 -0.054
N -1.512178 0.465000 -0.934895 -0.336 -0.262 0.120 -0.025
C -0.253060 -0.257307 -0.904609 0.129 -0.102 -0.008 -0.240
C 0.725015 0.486238 0.009218 0.000 0.102 -0.022 -0.346
C 2.045217 -0.273618 0.188657 0.058 -0.031 0.022 -0.061
C 0.109826 0.687309 1.378923 0.127 0.252 0.170 -0.256
O 0.299268 1.653526 2.075467 -0.106 -0.421 -0.262 0.065
H -3.503389 0.376786 -0.529129 0.117 -0.062 -0.060 0.070
H -2.550337 -1.209004 -0.252459 0.065 0.143 -0.025 0.078
H 0.156035 -0.283434 -1.921551 -0.031 0.006 0.153 0.124
H -0.374851 -1.303150 -0.565317 -0.008 0.159 -0.017 0.115
H 0.920707 1.481110 -0.403717 -0.021 -0.112 0.055 0.146
H 1.887523 -1.235979 0.691663 0.001 0.131 -0.084 0.084
H 2.739799 0.315110 0.795499 -0.095 -0.096 -0.097 0.086
H 2.517104 -0.473615 -0.779202 -0.097 0.036 0.120 0.082
H -0.517705 -0.161252 1.740206 0.077 0.100 0.020 0.133
```
Forces are in eV/Å.

The total energy is -8867.4263 eV. Its SMILES is C=NC[C@H](C)C=O. The value obtained for the LUMO energy is 0.0363 Ha. The value obtained for the HOMO energy is -0.3567 Eh. The value obtained for the HOMO-LUMO gap is 10.69 eV. The energy above the lowest of the compared OMol25 structures with the same formula, charge and spin comes out at 41.2 kcal/mol.

# 2
# C5H9NO

C5H9NO in the gas phase (ωB97M-V with the def2-TZVPD basis set, OMol25).

Structure (XYZ):
```
16
Properties=species:S:1:pos:R:3:forces:R:3:lowdin_charge:R:1
C -0.505807 1.637460 -0.656077 -0.061 -0.001 -0.038 -0.051
C 0.226474 0.850004 0.431259 -0.023 0.123 0.038 -0.199
C 1.626688 0.369965 0.009512 0.228 0.117 -0.115 -0.473
O 2.590240 0.885224 -0.502217 -0.314 -0.192 0.230 0.077
N 1.338069 -0.916967 0.368985 0.198 -0.073 -0.127 0.118
C -0.059223 -0.665644 0.729562 -0.163 -0.051 0.095 -0.304
C -1.071055 -1.456135 -0.086848 -0.021 0.033 -0.049 -0.054
H -0.000925 1.535635 -1.622554 -0.131 -0.063 0.126 0.085
H -0.500567 2.703353 -0.410081 -0.008 -0.170 -0.057 0.077
H -1.548788 1.329870 -0.777337 0.110 0.000 0.090 0.073
H 0.261005 1.419935 1.365015 0.033 -0.087 -0.132 0.140
H 1.829145 -1.779238 0.177138 -0.015 0.107 0.061 0.147
H -0.239299 -0.841582 1.798037 0.044 0.015 -0.156 0.132
H -1.164323 -1.091694 -1.114165 0.076 -0.007 0.106 0.077
H -2.059881 -1.441142 0.382883 0.127 0.099 -0.096 0.079
H -0.753583 -2.504988 -0.133399 -0.080 0.149 0.024 0.076
```
Forces are in eV/Å.

The total energy is -8868.3757 eV. Its SMILES is C[C@@H]1C(=O)N[C@@H]1C. The value obtained for the LUMO energy is 0.0346 Ha. The value obtained for the HOMO energy is -0.3550 Eh. The value obtained for the HOMO-LUMO gap is 10.60 eV. The energy above the lowest of the compared OMol25 structures with the same formula, charge and spin comes out at 19.3 kcal/mol.